Version A
The following is a quantum chemistry calculation of a 2-piece molecular cluster, C10H16 overall, from OMol25.

⟨S²⟩: 0.77
HOMO energy (alpha / beta), eV: -13.7 / -13.7
Total charge: +1
Multiplicity: 2

Geometry as XYZ:
```
26
Properties=species:S:1:pos:R:3:lowdin_spin:R:1
C -1.381 -2.067 0.979 0.054
C -1.273 0.475 0.843 0.217
C -0.692 -0.777 1.220 0.244
C -0.664 1.712 0.989 0.013
C 0.563 -0.705 1.865 0.018
C 0.448 1.729 1.785 0.259
C 1.014 0.497 2.304 0.130
H -2.331 0.501 0.602 0.005
H -1.427 2.421 0.668 -0.003
H -0.652 -2.622 0.345 0.023
H -2.322 -2.014 0.437 0.000
H 1.017 -1.525 2.423 -0.002
H 1.082 2.596 1.968 0.010
H 1.808 0.611 3.041 0.005
H -1.412 -2.734 1.841 0.016
C 0.811 -0.519 -3.112 0.001
C 1.728 0.355 -2.270 0.000
C -0.666 -0.174 -2.889 0.006
H 1.156 -0.531 -4.151 0.000
H 1.038 -1.586 -2.932 0.000
H 1.927 1.299 -2.825 0.000
H 2.708 -0.129 -2.176 0.000
H -0.871 -0.399 -1.823 0.004
H -0.724 0.920 -2.874 0.000
H 1.233 0.601 -1.328 0.000
H -1.434 -0.633 -3.492 0.000
```

Version B
The following is a quantum chemistry calculation of a 2-piece molecular cluster, C10H16 overall, from OMol25.

⟨S²⟩: 0.77
HOMO energy (alpha / beta), eV: -14.5 / -14.5
Total charge: +1
Multiplicity: 2

Geometry as XYZ:
```
26
Properties=species:S:1:pos:R:3:lowdin_spin:R:1
C 3.379 1.181 2.107 0.000
C 2.046 1.678 2.690 0.000
H 4.151 1.289 2.937 0.000
H 3.258 0.104 1.849 0.000
H 3.789 1.678 1.262 0.000
H 1.252 1.701 1.925 0.000
H 2.085 2.707 3.029 0.000
H 1.958 0.944 3.493 0.000
C -2.739 0.079 -1.610 0.034
C -2.247 1.483 -2.078 0.001
C -1.672 -0.758 -0.904 0.200
C -0.491 -0.114 -0.509 0.002
C -1.719 -2.198 -0.815 0.284
C 0.584 -0.859 -0.051 0.212
C -0.511 -2.931 -0.694 0.006
C 0.627 -2.280 -0.289 0.217
H -3.525 0.281 -0.881 0.015
H -3.038 -0.502 -2.470 0.009
H -3.106 1.918 -2.587 0.000
H -0.360 0.923 -0.705 -0.003
H -2.714 -2.664 -0.931 0.009
H 1.349 -0.469 0.605 0.009
H -0.668 -3.943 -1.061 -0.004
H 1.550 -2.817 -0.297 0.009
H -1.406 1.531 -2.776 0.000
H -1.833 2.037 -1.238 0.001
```

Version C
The following is a quantum chemistry calculation of a 2-piece molecular cluster, C10H16 overall, from OMol25.

⟨S²⟩: 0.77
HOMO energy (alpha / beta), eV: -14.2 / -14.2
Total charge: +1
Multiplicity: 2

Geometry as XYZ:
```
26
Properties=species:S:1:pos:R:3:lowdin_spin:R:1
C -0.906 1.318 -1.087 0.056
C -1.259 0.031 -1.858 0.019
C -0.433 1.109 0.296 0.264
C 0.649 1.843 0.800 0.067
C -1.160 0.284 1.240 0.127
C 1.024 1.786 2.121 0.084
C -0.871 0.295 2.568 0.033
C 0.269 0.991 3.041 0.303
H -0.085 1.756 -1.660 0.004
H -1.747 2.014 -1.171 0.026
H -1.918 -0.675 -1.355 0.000
H 1.266 2.443 0.143 -0.001
H -1.973 -0.316 0.855 0.003
H 1.879 2.393 2.380 0.000
H -1.460 -0.224 3.308 -0.002
H 0.557 1.056 4.082 0.013
H -0.326 -0.437 -2.166 0.001
H -1.741 0.187 -2.825 0.001
C 1.517 -2.331 -2.348 0.001
C 0.863 -3.652 -2.703 0.000
H 2.590 -2.279 -2.538 0.000
H 1.074 -1.561 -2.986 0.000
H 1.441 -1.951 -1.325 0.000
H 0.943 -3.811 -3.778 0.000
H -0.185 -3.686 -2.422 0.000
H 1.395 -4.494 -2.260 0.000
```

Of them, version B has the lowest stability.

Version A
The following is a quantum chemistry calculation of CH5OP as an isolated structure, from OMol25.

HOMO energy, eV: -8.7

Geometry as XYZ:
```
8
Properties=species:S:1:pos:R:3:mulliken_charge:R:1
C -0.416 0.046 1.155 -1.006
O 0.848 -0.567 -1.608 -0.492
P 0.648 0.886 -0.834 0.249
H -0.523 -1.043 0.898 0.262
H -1.387 0.408 1.021 0.306
H -0.128 0.397 2.094 0.310
H 1.571 -1.161 -1.368 0.330
H -0.613 1.034 -1.358 0.040
```

Version B
The following is a quantum chemistry calculation of CH5OP in the gas phase, from OMol25.

HOMO energy, eV: -9.5
SMILES: OCP

Geometry as XYZ:
```
8
Properties=species:S:1:pos:R:3:mulliken_charge:R:1
C 0.477 0.098 -0.152 -0.428
O 0.721 -0.741 -1.306 -0.465
P -1.405 0.346 -0.521 -0.045
H 0.443 -0.216 0.859 0.336
H 1.208 1.187 -0.246 0.242
H 1.529 -1.186 -0.960 0.302
H -1.643 -1.033 -0.055 0.039
H -1.675 1.020 0.653 0.019
```

Of them, version B has the lowest stability.

Version A
The following is a quantum chemistry calculation of a 2-piece molecular cluster, C3H9NOSi overall, from OMol25.

HOMO energy, eV: -8.0
SMILES: C/[SiH]=N/O.C=C

Geometry as XYZ:
```
15
Properties=species:S:1:pos:R:3:mulliken_charge:R:1
C -0.673 2.202 0.237 -0.372
C -0.623 -2.225 0.022 -1.048
C -0.828 1.248 -0.695 -0.789
N 1.530 -0.353 -0.274 -0.153
O 2.520 0.615 0.135 -0.469
Si 0.347 -0.751 0.714 0.447
H -1.392 2.207 1.086 0.264
H 3.418 0.426 -0.336 0.330
H 0.029 2.957 -0.012 0.251
H -0.608 -2.040 -1.040 0.320
H 0.054 -3.035 0.199 0.342
H -1.615 -2.563 0.346 0.340
H -0.229 1.204 -1.715 0.200
H -1.565 0.517 -0.639 0.461
H -0.365 -0.407 1.973 -0.125
```

Version B
The following is a quantum chemistry calculation of C3H9NOSi in the gas phase, from OMol25.

HOMO energy, eV: -9.6
SMILES: C=C[Si@@H](N)OC

Geometry as XYZ:
```
15
Properties=species:S:1:pos:R:3:mulliken_charge:R:1
C 0.471 0.637 -2.162 -0.500
C 0.838 0.772 -0.892 -0.377
C -2.043 -0.177 0.341 -0.617
N 1.138 -0.441 1.741 -0.559
O -1.155 -1.116 0.238 -0.352
Si 0.535 -0.814 0.121 0.489
H 0.393 1.520 -2.834 0.235
H 0.085 -0.298 -2.553 0.215
H 1.539 1.505 -0.466 0.387
H -2.821 -0.233 -0.374 0.267
H -1.513 0.805 0.030 0.231
H -2.416 -0.093 1.307 0.261
H 2.190 -0.471 1.857 0.219
H 0.728 -0.972 2.489 0.245
H 0.875 -2.215 -0.219 -0.144
```

Of them, version A has the lowest stability.

Version A
The following is a quantum chemistry calculation of an isolated ion of composition C8H13N4 and charge +1, from OMol25.

HOMO energy, eV: -11.2
Total charge: +1

Geometry as XYZ:
```
25
Properties=species:S:1:pos:R:3:mulliken_charge:R:1
C 2.542 0.145 1.179 -0.086
C 0.237 0.532 2.212 -0.854
C 1.254 0.736 -0.739 0.783
C 1.052 0.200 3.328 0.693
C 0.324 1.067 -1.653 -1.213
C -2.344 0.571 -1.394 -1.330
C -0.945 -1.472 -0.754 -1.291
C -1.485 -0.572 -1.932 0.348
N 2.262 0.478 -0.122 -0.365
N 1.648 0.291 2.120 -0.011
N 1.396 -0.208 4.552 -0.439
N -0.312 0.148 -2.549 -0.091
H 3.434 -0.367 1.282 0.436
H 0.000 2.131 -1.708 0.334
H -3.242 0.154 -0.990 0.453
H -1.941 1.146 -0.626 0.356
H -2.694 1.294 -2.286 0.319
H -0.661 -0.852 -0.004 0.295
H -0.061 -2.054 -1.084 0.353
H -1.682 -2.054 -0.234 0.438
H -1.882 -1.259 -2.620 0.434
H 0.677 -0.131 5.286 0.290
H 2.449 -0.035 4.860 0.307
H -0.471 0.704 -3.411 0.403
H 0.444 -0.595 -2.713 0.439
```

Version B
The following is a quantum chemistry calculation of an isolated ion of composition C8H13N4 and charge +1, from OMol25.

HOMO energy, eV: -12.2
SMILES: C[NH2+][C@]1(C)CC=Nc2[nH]cnc21
Total charge: +1

Geometry as XYZ:
```
25
Properties=species:S:1:pos:R:3:mulliken_charge:R:1
C -0.075 -3.116 0.475 -0.453
C 0.127 -1.037 0.108 -0.449
C 1.377 -1.506 0.268 0.441
C 2.348 0.443 0.573 -0.354
C 1.137 1.252 0.036 -0.701
C -0.220 0.357 0.081 1.139
C -0.986 0.744 1.312 -1.449
C -1.503 1.896 -1.666 -0.853
N -0.794 -2.035 0.188 -0.684
N 2.489 -0.813 0.593 -0.544
N 1.256 -2.886 0.576 -0.096
N -1.155 0.507 -1.200 -0.085
H -0.535 -4.072 0.679 0.478
H 3.198 1.053 0.777 0.469
H 0.794 2.088 0.539 0.451
H 1.465 1.628 -1.053 0.301
H -0.951 1.884 1.362 0.407
H -0.372 0.372 2.144 0.429
H -1.991 0.310 1.565 0.338
H -2.325 1.749 -2.380 0.363
H -2.009 2.376 -0.762 0.349
H -0.709 2.510 -1.903 0.333
H 1.984 -3.647 0.710 0.286
H -0.559 -0.012 -1.915 0.458
H -1.989 -0.042 -1.106 0.425
```

Version C
The following is a quantum chemistry calculation of an isolated ion of composition C8H13N4 and charge +1, from OMol25.

HOMO energy, eV: -12.6
SMILES: C[NH+](C)[C@H]1CC=Cc2cnnn21
Total charge: +1

Geometry as XYZ:
```
25
Properties=species:S:1:pos:R:3:mulliken_charge:R:1
C 3.229 0.543 0.312 -0.369
C 2.193 -0.375 0.264 0.659
C 2.151 -1.804 0.088 -0.824
C 0.956 -2.403 -0.151 -0.602
C -0.252 -1.591 -0.543 -0.306
C -0.418 -0.319 0.295 -0.226
C -2.719 0.324 -0.329 -0.781
C -1.169 1.982 0.413 -0.706
N 2.661 1.778 0.368 -0.889
N 1.418 1.695 0.398 -0.220
N 1.102 0.409 0.355 0.480
N -1.340 0.690 -0.301 -0.002
H 4.227 0.348 -0.040 0.374
H 2.926 -2.364 0.399 0.523
H 0.906 -3.458 -0.418 0.398
H -0.129 -1.295 -1.653 0.276
H -1.232 -2.175 -0.293 0.406
H -0.784 -0.679 1.312 0.247
H -3.002 -0.596 -0.930 0.317
H -3.120 0.010 0.673 0.361
H -3.189 1.341 -0.535 0.343
H -1.616 1.952 1.408 0.407
H -0.140 2.239 0.345 0.318
H -1.625 2.840 -0.157 0.400
H -1.033 0.905 -1.279 0.416
```

Of them, version A has the lowest stability.

Version A
The following is a quantum chemistry calculation of a 2-piece molecular cluster, C4H10ClNSi overall, from OMol25.

HOMO energy (alpha / beta), eV: -8.5 / -6.5

Geometry as XYZ:
```
17
Properties=species:S:1:pos:R:3:mulliken_charge:R:1
C -3.239 0.660 2.191 -0.369
C -2.161 0.011 1.833 -0.385
C 1.427 -1.630 -1.382 -0.765
C 1.306 1.585 -0.238 -1.001
N 0.626 -0.596 -2.087 -0.218
Si -0.009 0.756 -1.220 0.149
Cl -1.245 1.861 -2.415 -0.271
H -3.892 0.446 3.003 0.289
H -3.683 1.392 1.390 0.161
H -1.579 -0.896 2.088 0.265
H 0.681 -2.194 -0.922 0.342
H 2.022 -2.183 -2.096 0.252
H 2.065 -1.153 -0.589 0.258
H 1.526 0.922 0.552 0.350
H 2.164 1.834 -0.736 0.423
H 0.914 2.589 0.226 0.259
H -0.080 -1.096 -2.577 0.262
```

Version B
The following is a quantum chemistry calculation of a 2-piece molecular cluster, C4H10ClNSi overall, from OMol25.

HOMO energy (alpha / beta), eV: -6.9 / -7.2

Geometry as XYZ:
```
17
Properties=species:S:1:pos:R:3:mulliken_charge:R:1
C 2.036 0.715 1.685 -0.505
C 2.694 1.728 1.159 -0.474
C 0.102 -1.630 0.001 -0.500
C -2.178 -0.300 -2.197 -1.028
N -0.748 -0.685 0.367 0.066
Si -1.674 0.477 -0.506 -0.021
Cl -3.313 0.850 0.678 -0.286
H 1.265 0.669 2.373 0.345
H 2.576 -0.201 1.587 0.168
H 2.449 2.773 1.211 0.277
H 0.901 -1.957 0.740 0.307
H 0.211 -1.863 -1.118 0.214
H 3.459 1.315 0.484 0.185
H -1.325 -0.220 -2.792 0.365
H -2.509 -1.339 -2.396 0.362
H -3.059 0.355 -2.632 0.249
H -0.887 -0.688 1.357 0.278
```

Of them, version A has the lowest stability.